# C32H29AlFN5O5S

A molecular structure, C32H29AlFN5O5S (ωB97M-V with the def2-TZVPD basis set, the OMol25 dataset).

E_HOMO   -12.40 eV
Strongest force on any atom   0.30 eV/A
Frontier orbital gap   7.00 eV
Energy relative to the best compared isomer or geometry (same formula, charge and spin)   0.0 kcal per mole

Geometry as ORCA input:
```
! RIJCOSX wB97M-V def2-TZVPD def2/J DEFGRID3
* xyz 2 1
Al 2.611 0.577 0.490
O 3.051 0.146 -1.384
S 4.525 -0.096 -1.132
O 5.459 0.855 -1.629
N 4.338 -0.147 0.441
C 5.114 -0.167 1.589
C 6.452 -0.371 1.759
C 6.992 -0.367 3.068
C 6.210 -0.169 4.170
C 4.818 0.051 4.019
C 3.920 0.269 5.085
C 2.590 0.479 4.825
C 2.147 0.487 3.498
N 2.954 0.287 2.474
C 4.281 0.060 2.723
C 4.936 -1.679 -1.768
C 6.145 -1.827 -2.430
C 6.491 -3.080 -2.915
C 5.633 -4.155 -2.736
C 4.421 -3.990 -2.072
C 4.066 -2.746 -1.582
H 7.101 -0.529 0.908
H 8.055 -0.526 3.186
H 6.638 -0.172 5.164
H 4.292 0.270 6.102
H 1.881 0.649 5.621
H 1.104 0.667 3.264
H 6.792 -0.973 -2.570
H 7.429 -3.212 -3.436
H 5.906 -5.129 -3.118
H 3.757 -4.832 -1.939
H 3.125 -2.601 -1.068
F -3.263 -2.481 -0.325
C -3.000 -1.162 -0.205
C -1.718 -0.759 0.003
C -1.423 0.614 0.046
C -0.067 1.062 0.256
O 0.852 0.171 0.420
C 0.155 2.447 0.284
C -0.918 3.295 0.125
N -2.170 2.895 -0.097
C -3.234 3.880 -0.225
C -3.876 4.081 -1.568
C -2.973 5.134 -0.998
C -2.462 1.540 -0.136
C -3.779 1.095 -0.314
C -4.072 -0.256 -0.350
N -5.386 -0.693 -0.539
C -5.948 -1.850 0.123
C -6.253 -2.971 -0.859
N -7.139 -2.422 -1.952
C -6.532 -1.221 -2.631
C -6.227 -0.155 -1.583
C 1.501 3.126 0.476
O 1.532 4.323 0.598
O 2.541 2.339 0.495
H -0.924 -1.485 0.102
H -0.740 4.361 0.182
H -3.849 3.940 0.663
H -4.941 4.268 -1.592
H -3.483 3.500 -2.391
H -3.410 6.043 -0.612
H -2.007 5.256 -1.466
H -4.583 1.811 -0.394
H -6.880 -1.553 0.624
H -5.282 -2.219 0.896
H -6.784 -3.796 -0.388
H -5.351 -3.338 -1.343
H -8.045 -2.161 -1.552
H -7.327 -3.151 -2.642
H -7.240 -0.870 -3.379
H -5.624 -1.569 -3.121
H -7.169 0.223 -1.165
H -5.736 0.681 -2.075
*
```

---

# C32H29AsIMgO7PS2

A molecular structure, C32H29AsIMgO7PS2 (ωB97M-V with the def2-TZVPD basis set, the OMol25 dataset).

E_HOMO   -8.17 eV
Strongest force on any atom   0.41 eV/A
Frontier orbital gap   8.15 eV
Energy relative to the best compared isomer or geometry (same formula, charge and spin)   0.0 kcal per mole

Geometry as ORCA input:
```
! RIJCOSX wB97M-V def2-TZVPD def2/J DEFGRID3
* xyz 0 1
Mg 0.405 -0.690 1.105
I -1.432 -3.195 0.125
C -3.149 -2.105 -0.377
C -4.275 -2.500 0.288
C -5.544 -2.020 -0.083
C -5.653 -1.211 -1.170
C -4.501 -0.780 -1.873
C -4.671 0.022 -3.027
C -3.597 0.475 -3.726
C -2.308 0.222 -3.227
C -2.079 -0.534 -2.102
P -0.377 -0.384 -1.408
C -0.008 1.375 -1.740
C -0.595 2.297 -0.870
C -0.312 3.648 -0.989
C 0.570 4.090 -1.970
C 1.156 3.177 -2.834
C 0.867 1.823 -2.722
C 0.713 -1.305 -2.537
C 0.267 -2.051 -3.621
C 1.171 -2.776 -4.389
C 2.522 -2.752 -4.083
C 2.974 -2.007 -3.000
C 2.075 -1.295 -2.224
C -3.195 -1.150 -1.438
H -4.196 -3.217 1.093
H -6.419 -2.337 0.469
H -6.621 -0.877 -1.520
H -5.680 0.261 -3.340
H -3.723 1.073 -4.619
H -1.467 0.693 -3.722
H -1.254 1.950 -0.081
H -0.760 4.350 -0.297
H 0.807 5.143 -2.051
H 1.849 3.516 -3.594
H 1.340 1.117 -3.394
H -0.788 -2.076 -3.865
H 0.815 -3.359 -5.229
H 3.225 -3.314 -4.685
H 4.029 -1.984 -2.758
H 2.421 -0.712 -1.375
O 2.894 2.971 0.531
As 2.947 1.507 1.544
O 1.925 2.091 2.967
O 1.804 0.560 0.712
C 0.810 2.835 2.819
C 0.954 4.216 2.636
C -0.142 5.048 2.540
C -1.429 4.526 2.632
C -1.590 3.167 2.816
C -0.488 2.314 2.900
S -0.916 0.594 3.019
O -1.938 0.470 4.013
O -1.356 0.241 1.632
O 0.308 -0.205 3.233
H 2.079 2.975 0.006
H 1.961 4.605 2.572
H 0.006 6.112 2.402
H -2.295 5.172 2.571
H -2.581 2.740 2.903
O 1.475 -2.353 1.297
S 2.986 -2.288 1.510
C 3.210 -1.646 3.197
C 3.231 -2.830 4.177
C 2.739 -4.070 3.431
C 3.357 -3.967 2.044
H 2.366 -0.971 3.349
H 4.125 -1.056 3.204
H 2.618 -2.611 5.050
H 4.252 -2.994 4.526
H 1.652 -4.061 3.342
H 3.032 -4.994 3.930
H 2.953 -4.644 1.293
H 4.446 -4.059 2.067
*
```

---

# C32H29ClN4OS4W

A molecular structure, C32H29ClN4OS4W in a non-equilibrium geometry (ωB97M-V with the def2-TZVPD basis set, the OMol25 dataset).

E_HOMO (alpha / beta)   0.61 / -1.20 eV
Strongest force on any atom   1.18 eV/A
Frontier orbital gap (alpha / beta)   3.66 / 5.47 eV
Energy relative to the best compared isomer or geometry (same formula, charge and spin)   0.0 kcal per mole

Geometry as ORCA input:
```
! RIJCOSX wB97M-V def2-TZVPD def2/J DEFGRID3
* xyz -2 3
W 0.396 1.316 -0.516
Cl -0.605 3.010 6.722
C -0.752 2.520 5.034
C -1.945 1.994 4.574
C -2.059 1.603 3.249
C -0.978 1.720 2.353
O -1.093 1.329 1.118
C 0.217 2.294 2.855
C 1.281 2.490 1.821
N 1.546 1.220 1.167
C 2.601 0.420 1.320
C 3.557 0.393 2.333
C 4.567 -0.584 2.299
C 4.653 -1.529 1.306
C 3.698 -1.519 0.255
C 3.677 -2.430 -0.830
C 2.727 -2.306 -1.801
C 1.779 -1.269 -1.726
N 1.753 -0.414 -0.716
C 2.704 -0.539 0.266
C 0.327 2.679 4.175
H -2.786 1.892 5.249
H -2.989 1.198 2.874
H 2.185 2.936 2.261
H 3.503 1.101 3.149
H 5.302 -0.593 3.097
H 5.441 -2.271 1.304
H 4.425 -3.214 -0.880
H 2.688 -2.973 -2.650
H 1.037 -1.133 -2.494
H 1.251 3.116 4.536
C -3.204 -1.845 -3.917
C -1.752 -1.603 -3.509
C -1.366 -2.299 -2.223
C -1.262 -3.686 -2.268
C -0.806 -4.421 -1.188
C -0.467 -3.740 -0.031
C -0.578 -2.358 0.069
C -0.286 -1.744 1.410
C -1.550 -1.709 2.268
C -1.027 -1.603 -1.037
N -1.106 -0.201 -0.990
C -2.285 0.345 -1.439
C -2.340 1.733 -1.615
C -3.332 2.625 -2.043
C -2.739 3.909 -2.020
C -1.438 3.757 -1.586
N -1.185 2.439 -1.332
H -3.423 -1.356 -4.869
H -3.889 -1.442 -3.170
H -3.419 -2.911 -4.025
H -1.555 -0.536 -3.438
H -1.096 -1.981 -4.302
H -1.507 -4.189 -3.199
H -0.707 -5.499 -1.250
H -0.107 -4.287 0.835
H 0.092 -0.728 1.312
H 0.491 -2.336 1.905
H -2.289 -1.059 1.796
H -1.340 -1.312 3.261
H -1.980 -2.709 2.370
H -3.148 -0.289 -1.608
H -4.339 2.368 -2.333
H -3.201 4.845 -2.301
H -0.667 4.500 -1.459
S 2.518 2.546 -1.431
S 3.639 1.336 -2.581
S 2.182 0.693 -4.093
S 0.474 1.383 -3.250
C 0.695 3.227 0.600
H -0.229 3.765 0.816
H 1.418 3.916 0.159
*
```

---

# C32H29F9N3O6PRuS3

A molecular structure, C32H29F9N3O6PRuS3 (ωB97M-V with the def2-TZVPD basis set, the OMol25 dataset).

E_HOMO (alpha / beta)   -7.00 / -8.03 eV
Strongest force on any atom   0.44 eV/A
Frontier orbital gap (alpha / beta)   7.13 / 8.01 eV
Energy relative to the best compared isomer or geometry (same formula, charge and spin)   0.0 kcal per mole

Geometry as ORCA input:
```
! RIJCOSX wB97M-V def2-TZVPD def2/J DEFGRID3
* xyz 0 5
Ru -0.268 0.001 0.553
O -0.996 1.194 3.465
N 0.074 0.545 2.891
C 1.164 0.898 3.437
C 2.529 0.371 3.191
C 3.309 0.417 4.353
C 4.625 -0.007 4.377
C 5.208 -0.465 3.207
C 4.457 -0.499 2.046
C 3.119 -0.103 2.006
P 2.275 -0.173 0.380
C 2.981 -1.707 -0.345
C 3.206 -1.809 -1.716
C 3.641 -3.002 -2.279
C 3.859 -4.112 -1.478
C 3.636 -4.023 -0.111
C 3.198 -2.833 0.450
C 3.087 1.166 -0.559
C 2.551 1.456 -1.812
C 3.072 2.481 -2.586
C 4.115 3.257 -2.097
C 4.625 3.003 -0.832
C 4.116 1.961 -0.066
H -1.790 0.699 3.143
H 1.089 1.611 4.256
H 2.858 0.793 5.262
H 5.190 0.031 5.298
H 6.241 -0.788 3.193
H 4.925 -0.848 1.134
H 3.045 -0.963 -2.365
H 3.812 -3.054 -3.346
H 4.207 -5.041 -1.913
H 3.795 -4.881 0.528
H 3.026 -2.788 1.517
H 1.705 0.888 -2.170
H 2.645 2.683 -3.560
H 4.520 4.065 -2.694
H 5.427 3.613 -0.437
H 4.525 1.781 0.920
F -0.370 -2.395 -4.009
C -0.160 -1.065 -4.067
F -0.529 -0.652 -5.288
F 1.164 -0.887 -3.974
C -0.920 -0.351 -2.900
O -0.323 -0.654 -1.736
C -0.918 1.194 -3.200
F -1.030 1.893 -2.071
F -1.908 1.580 -4.020
F 0.237 1.583 -3.785
C -2.407 -0.846 -2.934
F -2.921 -0.923 -4.176
F -3.192 -0.022 -2.231
F -2.509 -2.066 -2.392
C -4.801 0.016 0.467
S -3.122 -0.059 1.015
O -2.507 -1.237 0.415
O -3.167 -0.072 2.474
O -2.422 1.143 0.505
H -5.381 0.560 1.207
H -5.167 -1.003 0.376
H -4.835 0.512 -0.498
O 0.562 2.180 0.652
N -0.016 3.299 0.280
C -1.150 3.709 0.873
C -1.752 4.882 0.466
C -1.181 5.641 -0.540
C 0.005 5.206 -1.114
C 0.575 4.029 -0.687
H -1.522 3.048 1.639
H -2.670 5.180 0.951
H -1.647 6.559 -0.869
H 0.496 5.765 -1.896
H 1.487 3.600 -1.075
S 0.062 -2.380 1.721
C -0.062 -3.485 0.464
N -0.217 -3.224 -0.809
C -0.122 -4.342 -1.735
C -0.429 -5.601 -0.924
S 0.041 -5.202 0.784
H -0.269 -2.251 -1.169
H 0.885 -4.372 -2.159
H -0.838 -4.205 -2.544
H 0.149 -6.454 -1.272
H -1.488 -5.852 -0.959
*
```